# 1
An isolated molecule of C11H13NO. Source: OMol25; level of theory: the ωB97M-V functional and the def2-TZVPD basis.

Structure (XYZ):
```
26
C11H13NO, DFT the ωB97M-V functional and the def2-TZVPD basis
C 2.02 -0.91 -2.11
C 1.59 -0.34 -1.15
C -2.53 1.01 0.57
C -3.09 0.18 -0.46
C -1.21 0.83 0.87
C -2.38 -0.77 -1.08
C -0.52 -0.03 -0.01
C 0.96 -2.30 0.98
C 1.16 2.50 -0.40
C 1.42 -0.76 1.27
C 1.16 0.15 0.10
N -1.06 -0.82 -0.89
O 1.55 1.44 0.45
H 2.25 -1.20 -3.10
H -3.22 1.65 1.15
H -4.08 0.35 -0.67
H -0.49 1.34 1.57
H -2.92 -1.40 -1.85
H 1.31 -2.56 0.06
H -0.07 -2.35 1.00
H 1.46 -2.87 1.82
H 1.32 3.33 0.28
H 0.09 2.21 -0.76
H 1.75 2.46 -1.34
H 2.49 -0.73 1.53
H 1.04 -0.42 2.18
```

Properties
HOMO (eV): -9.10
LUMO level (eV): 0.9
Gap between HOMO and LUMO (eV): 9.997

Taken from the Mulliken analysis, the atomic charges in e are: atom 1 (C): -0.08, atom 2 (C): -1.24, atom 3 (C): -0.58, atom 4 (C): -0.44, atom 5 (C): -0.36, atom 6 (C): -0.48, atom 7 (C): 0.26, atom 8 (C): -1.19, atom 9 (C): -0.63, atom 10 (C): -0.91, atom 11 (C): 1.62, atom 12 (N): -0.36, atom 13 (O): -0.45, atom 14 (H): 0.52, atom 15 (H): 0.36, atom 16 (H): 0.48, atom 17 (H): 0.34, atom 18 (H): 0.29, atom 19 (H): 0.34, atom 20 (H): 0.35, atom 21 (H): 0.37, atom 22 (H): 0.31, atom 23 (H): 0.27, atom 24 (H): 0.26, atom 25 (H): 0.47, atom 26 (H): 0.46

***

# 2
An isolated molecule of C11H13NO. Source: OMol25; level of theory: the ωB97M-V functional and the def2-TZVPD basis.

Structure (XYZ):
```
26
C11H13NO, DFT the ωB97M-V functional and the def2-TZVPD basis
C -3.85 -0.97 0.51
C -4.31 0.23 -0.03
C -2.49 -1.17 0.69
C -3.44 1.24 -0.38
C -1.65 -0.16 0.33
C -2.08 1.03 -0.19
C 1.91 0.20 0.57
C 1.47 -0.04 -0.87
C 0.66 0.76 0.06
C 3.10 1.07 0.89
C 1.00 -1.41 -1.32
N 0.09 1.99 0.02
O -1.20 2.05 -0.56
H -4.55 -1.74 0.78
H -5.37 0.37 -0.17
H -2.12 -2.11 1.09
H -3.79 2.17 -0.80
H 1.81 -0.65 1.24
H 2.00 0.52 -1.63
H 3.19 1.88 0.16
H 4.01 0.48 0.85
H 3.02 1.52 1.88
H -0.08 -1.40 -1.45
H 1.25 -2.17 -0.59
H 1.46 -1.67 -2.27
H 0.06 2.47 0.92
```

Properties
HOMO (spin up / spin down) (eV): -7.85 / -7.86
LUMO level (spin up / spin down) (eV): 0.4 / 0.4
Gap between HOMO and LUMO (spin up / spin down) (eV): 8.206 / 8.215

Taken from the Mulliken analysis, the atomic charges in e are: atom 1 (C): -0.41, atom 2 (C): -0.44, atom 3 (C): -0.84, atom 4 (C): -0.59, atom 5 (C): -0.05, atom 6 (C): 0.77, atom 7 (C): -0.01, atom 8 (C): -0.03, atom 9 (C): 0.47, atom 10 (C): -1.57, atom 11 (C): -1.44, atom 12 (N): -0.18, atom 13 (O): -0.38, atom 14 (H): 0.37, atom 15 (H): 0.36, atom 16 (H): 0.39, atom 17 (H): 0.41, atom 18 (H): 0.38, atom 19 (H): 0.46, atom 20 (H): 0.34, atom 21 (H): 0.39, atom 22 (H): 0.37, atom 23 (H): 0.30, atom 24 (H): 0.32, atom 25 (H): 0.36, atom 26 (H): 0.26

***

# 3
An isolated molecule of C11H13NO6. Source: OMol25; level of theory: the ωB97M-V functional and the def2-TZVPD basis.

Structure (XYZ):
```
31
C11H13NO6, DFT the ωB97M-V functional and the def2-TZVPD basis
O 3.44 -2.30 -0.33
O 1.78 0.81 -4.30
O -0.99 2.50 -0.62
O 1.51 -3.45 -0.32
O 0.76 -0.58 -0.66
O 3.19 -1.31 -3.34
C 2.24 -2.35 -0.58
C 1.67 0.44 -3.10
C -0.58 1.41 -0.21
C 0.73 1.21 -2.26
C 0.33 0.67 -1.03
C 1.76 -1.20 -1.33
C 2.34 -0.71 -2.54
N -1.04 0.97 1.01
C -3.51 1.23 0.94
C -0.67 -1.08 2.34
C -2.22 1.55 1.64
C -0.16 0.26 2.04
H 2.24 -3.96 0.06
H 3.81 -0.62 -3.71
H 0.55 2.24 -2.43
H -4.33 1.78 1.35
H -3.41 1.46 -0.12
H -3.77 0.20 1.01
H -1.62 -1.10 2.74
H -0.56 -1.63 1.46
H 0.06 -1.55 3.01
H -2.23 1.33 2.71
H -2.12 2.67 1.69
H 0.91 0.24 1.94
H -0.10 0.87 2.95
```

Properties
HOMO (eV): -9.24
LUMO level (eV): -0.6
Gap between HOMO and LUMO (eV): 8.629

Taken from the Mulliken analysis, the atomic charges in e are: atom 1 (O): -0.54, atom 2 (O): -0.66, atom 3 (O): -0.67, atom 4 (O): -0.43, atom 5 (O): -0.29, atom 6 (O): -0.53, atom 7 (C): 0.19, atom 8 (C): 0.53, atom 9 (C): -0.06, atom 10 (C): -0.30, atom 11 (C): 0.64, atom 12 (C): 0.35, atom 13 (C): 0.21, atom 14 (N): 0.34, atom 15 (C): -1.28, atom 16 (C): -1.11, atom 17 (C): -0.55, atom 18 (C): -0.76, atom 19 (H): 0.35, atom 20 (H): 0.37, atom 21 (H): 0.49, atom 22 (H): 0.42, atom 23 (H): 0.30, atom 24 (H): 0.32, atom 25 (H): 0.40, atom 26 (H): 0.28, atom 27 (H): 0.36, atom 28 (H): 0.45, atom 29 (H): 0.31, atom 30 (H): 0.42, atom 31 (H): 0.45

***

Largest force on an atom (computed, Eh/bohr): 0.105, 0.066, 0.094